DFT (the ωB97M-V functional and the def2-TZVPD basis) results for the molecule C16H29N3S in a non-equilibrium geometry.

Summary:
- HOMO-LUMO gap (Ha) = 0.31035
- SMILES = CC(C)NC(=S)N/N=C1\CCCC[C@@H]1C1CCCCC1
- energy relative to the best compared isomer or geometry (same formula, charge and spin) (kcal/mol) = 69.07
- E (eV) = -32364.525
- HOMO energy (eV) = -7.740

XYZ file:
```
49
C16H29N3S (the ωB97M-V functional and the def2-TZVPD basis)
C -2.321 -1.762 4.871
C -3.618 -0.974 4.516
C -4.489 -1.434 3.299
N -3.345 0.379 3.980
C -2.510 0.653 2.898
S -2.870 2.101 2.162
N -1.426 -0.118 2.449
N -0.654 0.392 1.421
C -1.110 0.482 0.243
C -2.208 -0.418 -0.201
C -1.962 -0.930 -1.545
C -2.128 0.326 -2.448
C -0.956 1.299 -2.213
C -0.420 1.430 -0.723
C 1.171 1.326 -0.830
C 1.715 -0.200 -0.926
C 3.186 -0.058 -1.372
C 4.067 0.465 -0.183
C 3.527 1.858 0.330
C 1.962 1.923 0.299
H -2.497 -2.780 5.314
H -1.646 -2.019 3.903
H -1.671 -1.177 5.534
H -4.117 -0.909 5.505
H -5.455 -0.858 3.298
H -4.905 -2.426 3.462
H -4.022 -1.402 2.453
H -4.210 0.935 3.952
H -0.912 -0.679 3.165
H -3.271 -0.057 -0.111
H -2.162 -1.239 0.497
H -2.774 -1.644 -1.642
H -0.996 -1.387 -1.651
H -3.019 0.850 -2.211
H -2.336 -0.054 -3.501
H -0.137 0.930 -2.821
H -1.047 2.254 -2.663
H -0.631 2.338 -0.234
H 1.361 1.853 -1.822
H 1.608 -0.643 -0.019
H 1.141 -0.740 -1.736
H 3.497 -1.098 -1.612
H 3.231 0.451 -2.297
H 5.152 0.520 -0.527
H 4.045 -0.338 0.598
H 3.859 2.644 -0.284
H 3.973 2.028 1.413
H 1.573 2.953 0.339
H 1.568 1.464 1.180
```

***

DFT (the ωB97M-V functional and the def2-TZVPD basis) results for a structure of composition C16H29N5O2P2Se5TeTl in a non-equilibrium geometry.

Summary:
- HOMO-LUMO gap (Ha) = 0.23436
- energy relative to the best compared isomer or geometry (same formula, charge and spin) (kcal/mol) = 16.31
- E (eV) = -385906.407
- net charge = -1
- HOMO energy (eV) = -4.359

XYZ file:
```
61
C16H29N5O2P2Se5TeTl (the ωB97M-V functional and the def2-TZVPD basis)
Tl 0.383 0.208 0.752
O -2.006 4.556 -0.057
C -0.648 4.130 0.156
C -0.306 3.923 1.636
C -0.426 5.283 2.354
O -1.735 5.834 2.375
C -1.274 2.938 2.319
Se -1.982 1.478 1.201
C 1.158 3.466 1.817
Se 1.978 2.424 0.365
H -2.543 3.767 0.124
H -0.003 4.905 -0.263
H -0.463 3.211 -0.395
H 0.271 5.979 1.869
H -0.118 5.172 3.398
H -2.100 5.691 1.488
H -2.152 3.467 2.686
H -0.787 2.463 3.169
H 1.243 2.843 2.706
H 1.810 4.332 1.954
C -3.174 -2.026 -1.351
P -1.366 -1.890 -0.994
C -1.033 -3.617 -0.445
C -0.776 -1.878 -2.752
C -0.833 -3.004 -3.575
C -0.477 -2.941 -4.911
C -0.049 -1.738 -5.452
C 0.016 -0.612 -4.651
C -0.346 -0.657 -3.303
P -0.310 0.850 -2.233
C -1.854 1.685 -2.788
C 0.941 1.893 -3.070
H -3.377 -2.829 -2.063
H -3.538 -1.087 -1.768
H -3.703 -2.220 -0.417
H -0.913 -4.314 -1.273
H -1.859 -3.947 0.184
H -0.119 -3.619 0.147
H -1.173 -3.951 -3.176
H -0.540 -3.828 -5.530
H 0.227 -1.676 -6.498
H 0.351 0.320 -5.087
H -1.930 1.704 -3.877
H -1.851 2.706 -2.401
H -2.720 1.172 -2.370
H 0.714 2.091 -4.120
H 1.914 1.409 -2.983
H 0.992 2.837 -2.527
Se 1.140 0.180 3.510
Se 2.650 -1.599 3.325
Te 3.897 -1.048 1.230
Se 2.064 -1.520 -0.406
N -4.287 -1.224 2.957
N -2.971 -1.673 3.002
N -2.383 -2.083 4.104
C -1.165 -2.348 3.640
N -1.046 -2.101 2.331
N -2.233 -1.687 1.941
H -4.491 -0.874 3.886
H -4.277 -0.450 2.295
H -0.357 -2.699 4.256
```

***

DFT (the ωB97M-V functional and the def2-TZVPD basis) results for a structure of composition C16H30BClNdO3 in a non-equilibrium geometry.

Summary:
- HOMO-LUMO gap (spin up / spin down) (Ha) = 0.25497 / 0.31017
- E (eV) = -51666.010
- multiplicity = 4
- net charge = +3
- HOMO energy (spin up / spin down) (eV) = -20.037 / -20.037

XYZ file:
```
52
C16H30BClNdO3 (the ωB97M-V functional and the def2-TZVPD basis)
C 3.239 -3.210 0.966
C 2.408 -2.332 0.006
C 3.222 -1.775 -1.193
C 3.845 -0.415 -0.805
C 2.733 0.611 -0.892
C 2.785 1.822 0.052
C 1.683 1.767 1.149
C 0.739 2.969 1.056
C -0.658 2.702 1.610
C -1.529 1.981 0.561
C -2.299 2.999 -0.294
C -3.231 2.457 -1.435
B -3.094 0.963 -1.562
Cl -1.488 0.380 -2.516
C -3.852 -0.332 -1.162
C -2.814 -1.305 -0.584
O -1.907 -1.854 -1.215
O -2.881 -1.398 0.723
C -2.462 -2.669 1.351
C -3.169 -3.883 0.862
O -1.626 -2.578 2.171
H 4.303 -3.087 0.771
H 2.948 -4.253 0.866
H 3.044 -2.930 2.000
H 2.028 -1.466 0.599
H 1.575 -2.941 -0.394
H 4.012 -2.443 -1.533
H 2.515 -1.633 -2.051
H 4.266 -0.462 0.202
H 4.652 -0.124 -1.479
H 1.853 -0.006 -0.649
H 2.620 0.981 -1.935
H 2.671 2.728 -0.539
H 3.770 1.805 0.519
H 1.100 0.812 1.060
H 2.182 1.755 2.118
H 0.622 3.221 -0.008
H 1.208 3.833 1.527
H -1.120 3.674 1.793
H -0.613 2.130 2.537
H -0.767 1.347 0.019
H -2.215 1.318 1.097
H -1.611 3.755 -0.676
H -2.940 3.513 0.423
H -2.960 2.907 -2.396
H -4.260 2.747 -1.213
H -4.654 -0.164 -0.443
H -4.310 -0.765 -2.065
H -2.421 -4.574 0.469
H -3.671 -4.353 1.710
H -3.898 -3.677 0.083
Nd 0.428 -0.545 -1.262
```